(1)
The following is a quantum chemistry calculation of C32H29Br2IrN4O3S as an isolated structure, from the Open Molecules 2025 dataset.

XYZ file:
```
72
Properties=species:S:1:pos:R:3:forces:R:3
Ir -0.443695 -0.480957 -0.151596 -0.2495 -0.0532 0.1069
C -2.739913 -1.969394 -1.543392 -0.0007 -0.0213 0.0556
N -1.493513 -1.233991 -1.890059 0.0214 0.0157 0.0363
C -0.715441 -2.173842 -2.746552 0.0725 0.0322 -0.0027
C -1.906755 -0.009338 -2.619432 0.0071 0.0971 0.0723
C -2.536068 -0.125668 -3.848044 0.0159 0.0238 0.0186
C -3.056113 0.986421 -4.488396 -0.0022 0.0017 -0.0083
C -2.977185 2.219660 -3.857198 -0.0193 0.0214 -0.0115
C -2.343427 2.352095 -2.636368 0.0197 -0.0758 0.0210
C -1.743889 1.250782 -2.002696 0.1002 -0.0663 -0.0946
N -1.062179 1.307406 -0.801785 -0.3665 0.0521 0.1556
C -0.225362 2.326055 -0.385693 0.1485 -0.0480 -0.0758
C 0.041654 3.531565 -1.052919 -0.0702 -0.0685 0.0886
C 0.919531 4.460635 -0.518880 0.0416 0.0266 0.0042
C 1.573762 4.229017 0.681834 -0.0353 0.0267 0.0147
C 1.369471 3.018020 1.328331 -0.0355 -0.0071 -0.0028
C 0.518460 2.075018 0.787922 -0.0778 0.0598 -0.0213
N 0.303787 0.774298 1.447881 0.2164 -0.3380 -0.0784
C 1.523585 0.205142 2.073128 0.0281 0.0156 -0.0010
C -0.654716 1.009177 2.556795 -0.1426 0.0161 -0.0566
H -3.246698 -2.270774 -2.460830 -0.0021 -0.0031 0.0122
H -2.486999 -2.862058 -0.973245 0.0194 0.0191 0.0491
H -3.405831 -1.328950 -0.976757 -0.0153 -0.0093 0.0034
H -1.375533 -2.640416 -3.480125 0.0185 -0.0090 0.0251
H 0.079891 -1.646250 -3.255833 0.0407 0.0307 -0.0034
H -0.281521 -2.935814 -2.101875 0.0002 0.0036 0.0089
H -2.629061 -1.098374 -4.314042 -0.0022 0.0143 -0.0077
H -3.537110 0.886410 -5.451415 0.0004 -0.0045 0.0006
H -3.422247 3.091796 -4.319192 0.0066 0.0053 0.0024
H -2.326632 3.312088 -2.143794 -0.0421 0.0059 -0.0070
H -0.406704 3.718555 -2.014723 0.0329 0.0516 0.0057
H 1.107784 5.376848 -1.064793 -0.0149 0.0009 -0.0025
H 2.246590 4.965262 1.099268 0.0116 -0.0045 -0.0011
H 1.906668 2.802621 2.243195 0.0085 -0.0015 -0.0210
H 1.834080 0.800391 2.934540 -0.0216 -0.0154 0.0055
H 1.285689 -0.804129 2.405374 0.0147 -0.0038 -0.0241
H 2.330158 0.163376 1.353262 -0.0167 -0.0074 -0.0009
H -0.196486 1.687068 3.279371 0.0123 0.0165 -0.0162
H -1.556940 1.475818 2.168117 0.0050 -0.0486 -0.0086
H -0.895340 0.070031 3.051853 0.0097 0.0000 -0.0207
Br 1.188225 -5.162779 1.264385 -0.0077 -0.0013 0.0031
C -0.405264 -4.272883 1.730321 0.0086 0.0292 0.0343
C -1.342820 -4.916303 2.546492 -0.0126 0.0050 0.0009
C -2.515321 -4.304477 2.900512 0.0046 -0.0008 -0.0031
Br -3.747524 -5.231855 4.000962 0.0048 -0.0006 0.0022
C -2.808297 -3.000511 2.443263 0.0011 -0.0015 0.0304
C -3.994376 -2.284113 2.724534 0.0080 0.0252 -0.0254
C -4.177960 -1.035442 2.199905 0.0150 -0.0554 0.0357
C -3.178386 -0.479066 1.387905 -0.0176 0.0904 -0.0775
N -2.059597 -1.110684 1.120445 0.1466 0.1347 -0.1700
C -1.847496 -2.360921 1.628763 0.0825 -0.0225 -0.0144
C -0.605943 -2.984200 1.248512 -0.0420 0.1469 -0.0307
O 0.231069 -2.349352 0.494062 -0.0388 -0.1187 0.0579
H -1.129116 -5.916522 2.897205 -0.0002 -0.0011 -0.0027
H -4.750689 -2.740466 3.348275 0.0009 0.0016 0.0024
H -5.079061 -0.471368 2.393980 -0.0028 -0.0036 -0.0041
H -3.303281 0.496905 0.931534 0.0578 0.0016 -0.0018
O 7.229241 2.292663 0.682949 0.0118 0.0085 0.0228
C 6.650565 1.093802 0.930874 0.0030 -0.0165 -0.0165
O 7.201556 0.303227 1.643333 -0.0055 0.0061 0.0155
C 5.333851 0.835106 0.271242 -0.0029 0.0005 -0.0200
C 4.929548 -0.491185 0.135074 0.0023 -0.0119 0.0090
C 3.719317 -0.794179 -0.460937 -0.0005 0.0172 0.0230
C 2.875631 0.224681 -0.912052 -0.0195 -0.0318 0.0670
S 1.338149 -0.172130 -1.683803 -0.0094 0.1002 -0.0527
C 3.283179 1.550092 -0.778392 0.0129 -0.0102 -0.0558
C 4.502586 1.851364 -0.192315 -0.0174 -0.0042 0.0277
H 6.728997 2.768166 0.010454 -0.0114 0.0060 -0.0221
H 5.579441 -1.271357 0.508333 0.0009 -0.0003 -0.0015
H 3.392244 -1.821619 -0.558342 0.0114 0.0047 -0.0111
H 2.623417 2.343197 -1.109650 0.0699 -0.0534 -0.0331
H 4.762364 2.896609 -0.059062 0.0092 0.0047 -0.0097
```
Positions in Å, forces in eV/Å.

Summary:
HOMO-LUMO gap = 6.428 eV
LUMO = -0.66 eV
HOMO energy = -7.09 eV

Löwdin atomic charge list, values in e, 6 entries: Ir 1.20; C -0.05; N -0.30; C -0.11; C -0.20; C -0.04

=====

(2)
The following is a quantum chemistry calculation of C32H29BrGeN4NiO as an isolated structure in a non-equilibrium geometry, from the Open Molecules 2025 dataset.

XYZ file:
```
69
Properties=species:S:1:pos:R:3:forces:R:3
Ni 1.159100 -0.858731 -1.022683 0.0149 0.0175 0.0988
Br 0.257501 0.716548 6.072899 -0.3306 -0.2421 -0.8116
C -0.148233 0.429109 4.199683 0.3986 -0.6119 -0.8891
C -1.322144 -0.217551 3.765767 0.3081 0.0015 1.6416
C -1.596074 -0.316196 2.427131 0.9008 0.6325 -1.6140
C -0.696282 0.224989 1.449723 0.3696 -0.8039 1.6886
O -1.122452 0.264774 0.162238 -0.1579 0.8076 -0.7354
C 0.609604 0.713530 1.844271 -0.9385 0.1511 0.9935
C 1.601736 1.343366 1.026510 1.0037 -0.1661 -1.7290
N 1.713946 0.955845 -0.321221 0.0466 1.0219 1.8949
C 2.267195 1.771382 -1.265405 0.5785 0.0328 0.1815
C 2.934547 2.977813 -1.122497 0.6708 1.5259 2.4648
C 3.549062 3.669442 -2.182334 0.0113 0.0711 -1.1998
C 3.478711 3.186208 -3.463609 -1.0716 -1.0798 -0.2119
C 2.789138 1.917175 -3.671727 1.3429 2.4405 -2.0923
C 2.677203 1.339520 -4.982237 -0.1495 -0.7518 1.3653
C 2.244079 0.050094 -5.095821 -0.9827 -0.5776 -0.0689
C 1.670718 -0.554423 -3.913396 0.6772 0.4927 -0.7816
N 1.656128 0.061591 -2.760683 -0.4372 -0.9235 -0.1618
C 2.238892 1.270589 -2.610067 -0.5391 -1.0135 1.0434
C 0.811253 0.767128 3.257150 -0.5342 0.6538 0.4692
H -1.974909 -0.658315 4.518393 -0.0720 0.2380 -0.2658
H -2.545888 -0.743734 2.093947 0.3966 0.1209 -0.0226
H 2.307843 2.113534 1.495728 -1.0668 -1.1787 -0.7187
H 3.070641 3.447247 -0.090813 -0.3979 -0.8115 -1.4466
H 4.082672 4.626494 -2.114909 -0.3587 -0.4209 0.7407
H 3.824221 3.753018 -4.325641 0.1381 -0.2027 0.2132
H 2.915615 1.888186 -5.859952 0.5764 0.4837 -0.4553
H 2.232441 -0.445230 -6.095608 -0.1515 0.3048 1.1012
H 1.216284 -1.534484 -3.868172 0.0661 -0.1589 -0.5178
H 1.707177 1.241791 3.626997 0.2857 -0.0228 -0.0950
C -2.406356 -3.205960 -2.030876 1.5911 0.4815 0.5066
C -1.251709 -2.327931 -2.123499 -1.8226 -1.4376 0.6438
N -0.224802 -2.353259 -1.298775 -0.8438 -0.1945 -0.0784
C -0.283708 -3.258883 -0.281635 0.0940 0.1454 -0.1825
C -1.336999 -4.196858 -0.097750 1.4350 2.3816 -0.9141
C -2.396329 -4.106272 -0.995383 -1.6097 -0.5451 -0.4133
C -1.179658 -5.067368 0.972941 -1.7777 -2.3414 0.0124
C -0.153263 -4.994585 1.808981 0.8522 -2.7330 1.6914
C 0.833261 -4.007800 1.722060 1.6524 -0.2021 1.8856
C 1.929601 -3.829735 2.651165 -1.6727 -2.6636 1.0523
C 2.828029 -2.873972 2.512748 0.7762 1.7615 -0.6556
C 2.653812 -2.038591 1.375172 2.4430 0.8048 0.5694
N 1.714782 -2.163333 0.504930 -0.9302 0.0258 -0.7337
C 0.783442 -3.164163 0.678776 0.1264 1.6731 -1.4277
H -3.249648 -3.158969 -2.729910 0.5266 0.2154 0.3348
H -1.344363 -1.543867 -2.816272 0.5294 0.9334 -1.0225
H -3.291030 -4.721021 -0.820518 0.4929 0.0437 -0.1562
H -1.837296 -5.963139 1.047362 0.3007 0.9181 -0.0392
H 0.014457 -5.916312 2.437411 -0.2008 1.4620 -0.1523
H 2.030604 -4.529335 3.492459 -0.3153 0.2195 -0.3359
H 3.643710 -2.649845 3.211644 -0.4337 -0.3677 -0.3533
H 3.490961 -1.302840 1.224742 -1.3517 -0.3107 -0.2377
C -3.168681 4.275011 -0.669240 0.0474 -0.1982 0.9810
Ge -2.757972 2.674555 0.443426 0.8209 0.0037 0.8723
C -2.291796 3.195897 2.305918 1.4873 1.4728 -1.0659
C -4.233066 1.385886 0.648997 1.2258 -0.5139 -1.4041
C -1.164051 1.647221 -0.270747 -0.0617 1.1525 1.2926
H -3.880363 4.952688 -0.104909 0.9912 -0.6602 -0.8573
H -3.590647 3.910551 -1.587050 -0.5853 0.0182 -0.4455
H -2.218006 4.741240 -0.958992 -0.3284 0.2750 0.3884
H -1.389825 2.701843 2.680667 -0.2693 -0.2916 -0.1340
H -3.128497 2.942160 2.893336 -0.9139 -0.1199 1.0310
H -2.038402 4.288987 2.394455 -0.5840 -0.8773 -0.0854
H -5.200044 1.795940 0.419159 -0.4495 0.0848 0.2218
H -4.118792 0.964638 1.638511 -0.3860 -0.0620 0.2037
H -3.988060 0.592066 -0.102162 -0.4297 0.4074 0.6378
H -0.202682 2.158500 -0.040552 -0.8743 -0.2695 0.2065
H -1.206331 1.746160 -1.310235 -0.1492 -0.7228 -1.9162
```
Positions in Å, forces in eV/Å.

Summary:
HOMO-LUMO gap (alpha / beta) = 4.960 / 6.209 eV
2S+1 = 3
LUMO (alpha / beta) = -0.27 / -0.30 eV
HOMO energy (alpha / beta) = -5.23 / -6.51 eV
<S²> = 2.049

Löwdin atomic charge list, values in e, 6 entries: Ni 0.38; Br 0.67; C -0.66; C -0.15; C -0.02; C -0.27

=====

The evaluated total energy for the records listed, in turn: -199519.48216; -209262.56222 eV.
The evaluated energy relative to the best compared isomer or geometry (same formula, charge and spin) for the records listed, in turn: 0.1904; 2.2332 eV.